Molecular formula: C3H4P2
Method: DFT, the ωB97M-V functional and the def2-TZVPD basis

Computed properties:
SMILES string: [H]/P=C/[C@@H]1C=P1
spin multiplicity: 1

XYZ file:
```
9
Properties=species:S:1:pos:R:3:nbo_charge:R:1
H -2.694 -0.744 -0.971 -0.052
P -1.940 -0.954 0.149 0.354
C -0.371 -0.486 -0.270 -0.521
C 0.825 -0.469 0.602 -0.453
C 1.873 0.498 0.445 -0.572
P 2.542 -0.850 -0.170 0.601
H -0.108 0.004 -1.103 0.192
H 0.724 -0.939 1.529 0.207
H 2.127 1.556 0.697 0.243
```

=====

Molecular formula: C20H59NO17
Method: DFT, the ωB97M-V functional and the def2-TZVPD basis

Computed properties:
SMILES string: COCCNCCOC.OCCO.OCCO.OCCO.OCCO.OCCO.OCCO.OCCO.O
spin multiplicity: 1

XYZ file:
```
97
Properties=species:S:1:pos:R:3:lowdin_charge:R:1
C 2.163 1.624 2.872 -0.099
O 1.217 1.710 3.919 -0.190
C 0.006 1.110 3.516 -0.241
C -0.983 1.236 4.643 -0.199
N -1.280 2.649 4.872 -0.056
C -1.684 2.934 6.235 -0.220
C -1.686 4.432 6.481 -0.233
O -2.783 5.086 5.881 -0.190
C -3.986 4.994 6.632 -0.107
H 2.415 0.572 2.702 0.084
H 3.040 2.227 3.086 0.091
H 1.696 2.023 1.960 0.073
H 0.168 0.057 3.245 0.127
H -0.350 1.648 2.620 0.105
H -0.481 0.822 5.535 0.120
H -1.880 0.680 4.374 0.122
H -0.429 3.170 4.692 0.103
H -0.976 2.457 6.937 0.121
H -2.689 2.553 6.433 0.117
H -0.788 4.858 6.021 0.123
H -1.636 4.691 7.545 0.121
H -4.222 5.968 7.071 0.085
H -3.947 4.197 7.372 0.081
H -4.803 4.789 5.932 0.086
O 5.747 -3.239 -4.480 -0.062
C 4.927 -4.377 -4.683 -0.245
C 4.123 -4.685 -3.443 -0.251
O 5.009 -4.724 -2.339 -0.072
H 6.362 -3.478 -3.778 0.077
H 4.216 -4.146 -5.474 0.120
H 5.568 -5.218 -4.972 0.120
H 3.523 -5.595 -3.546 0.121
H 3.436 -3.833 -3.306 0.106
H 4.526 -4.722 -1.510 0.082
O -0.649 -4.796 -5.212 -0.053
C -0.288 -3.445 -5.431 -0.260
C 0.561 -2.956 -4.275 -0.253
O 1.330 -1.816 -4.641 -0.061
H -1.119 -5.108 -5.990 0.088
H 0.280 -3.343 -6.367 0.123
H -1.166 -2.789 -5.536 0.120
H 1.259 -3.729 -3.952 0.107
H -0.070 -2.677 -3.425 0.094
H 0.857 -1.306 -5.304 0.081
O 5.606 0.529 -0.648 -0.063
C 4.883 -0.206 0.357 -0.225
C 4.412 -1.498 -0.255 -0.245
O 5.493 -2.310 -0.721 -0.066
H 6.436 0.827 -0.268 0.084
H 5.527 -0.420 1.213 0.125
H 4.024 0.382 0.690 0.093
H 3.690 -1.337 -1.065 0.106
H 3.880 -2.138 0.455 0.124
H 5.869 -1.837 -1.470 0.081
O 1.738 0.960 -0.440 -0.076
C 0.443 0.367 -0.534 -0.230
C 0.504 -1.122 -0.279 -0.238
O 1.146 -1.703 -1.387 -0.072
H 2.288 0.504 -1.088 0.068
H -0.180 0.776 0.261 0.088
H -0.018 0.588 -1.500 0.132
H -0.500 -1.498 -0.049 0.113
H 1.113 -1.257 0.628 0.117
H 1.321 -2.646 -1.384 0.090
O -2.890 0.667 -0.109 -0.077
C -4.202 0.551 -0.616 -0.263
C -4.898 1.872 -0.822 -0.249
O -6.203 1.621 -1.332 -0.057
H -2.893 1.401 0.521 0.041
H -4.217 -0.077 -1.511 0.118
H -4.829 -0.040 0.076 0.122
H -4.342 2.485 -1.538 0.123
H -4.947 2.379 0.145 0.124
H -6.848 2.038 -0.759 0.083
O -4.138 -3.781 -2.678 -0.057
C -3.740 -3.630 -1.327 -0.245
C -2.315 -4.132 -1.097 -0.252
O -2.176 -5.512 -1.361 -0.053
H -3.595 -3.199 -3.218 0.080
H -3.825 -2.583 -1.001 0.105
H -4.479 -4.176 -0.735 0.122
H -2.078 -3.904 -0.049 0.117
H -1.670 -3.615 -1.808 0.105
H -2.702 -5.992 -0.714 0.086
O -0.919 5.649 0.727 -0.054
C -1.517 4.730 -0.176 -0.244
C -1.433 3.357 0.422 -0.261
O -2.377 3.116 1.450 -0.068
H -1.018 6.544 0.392 0.086
H -2.583 4.965 -0.308 0.124
H -1.081 4.756 -1.181 0.123
H -0.409 3.093 0.715 0.114
H -1.635 2.663 -0.398 0.105
H -2.251 3.739 2.175 0.097
O 3.076 2.597 -3.392 -0.058
H 3.881 2.074 -3.454 0.031
H 3.041 2.878 -2.473 0.025
```

=====

Molecular formula: C7H9N2O
Method: DFT, the ωB97M-V functional and the def2-TZVPD basis

Computed properties:
total charge: -1
spin multiplicity: 1

XYZ file:
```
19
Properties=species:S:1:pos:R:3:nbo_charge:R:1
C 0.194 1.591 0.327 -0.331
C 1.536 1.451 0.163 0.030
C -0.905 0.611 0.206 -0.167
C -0.540 -0.652 0.062 0.009
C 1.811 -0.852 -0.094 0.575
C -2.268 1.129 0.225 -0.626
C -1.201 -1.894 -0.296 -0.690
N 2.316 -1.999 -0.264 -0.830
N 2.289 0.355 0.124 -0.190
O 3.646 0.382 0.009 -0.759
H -0.123 2.706 0.526 0.176
H 2.166 2.310 0.174 0.205
H -2.532 1.590 -0.734 0.203
H -2.432 1.903 0.994 0.204
H -3.083 0.397 0.325 0.202
H -2.290 -1.924 -0.326 0.186
H -0.942 -2.783 0.393 0.211
H -0.885 -2.276 -1.221 0.220
H 3.242 -2.045 -0.591 0.371
```

=====

Molecular formula: C56H84CaF6O40
Method: DFT, the ωB97M-V functional and the def2-TZVPD basis

Computed properties:
spin multiplicity: 1

XYZ file:
```
187
Properties=species:S:1:pos:R:3:lowdin_charge:R:1
Ca -4.087 -11.766 11.311 1.563
C -7.102 -11.823 12.430 -0.401
O -6.844 -12.683 11.341 -0.141
O -5.816 -11.439 12.859 -0.335
C -8.195 -10.710 12.111 -0.582
F -7.928 -10.079 10.959 0.142
F -9.437 -11.172 12.062 0.166
F -8.265 -9.770 13.022 0.168
C -7.653 -13.832 11.293 -0.229
C -8.143 -13.839 9.790 -0.048
H -7.272 -13.877 9.135 0.067
H -8.668 -14.786 9.662 0.067
H -8.832 -13.053 9.481 0.075
H -8.456 -14.000 12.011 0.125
H -6.971 -14.674 11.416 0.111
H -7.610 -12.341 13.244 0.134
C -1.112 -11.314 11.331 -0.376
O -2.098 -11.048 12.376 -0.259
O -1.920 -11.826 10.310 -0.311
C -0.107 -10.118 11.157 -0.592
F -0.741 -9.006 11.537 0.140
F 0.938 -10.143 11.936 0.166
F 0.335 -9.959 9.910 0.145
C -1.664 -10.877 13.750 -0.209
C -2.835 -10.440 14.559 -0.048
H -3.084 -9.380 14.500 0.079
H -3.794 -10.877 14.280 0.061
H -2.738 -10.547 15.639 0.066
H -0.857 -10.148 13.822 0.102
H -1.215 -11.804 14.106 0.100
H -0.470 -12.053 11.811 0.128
C -1.717 -12.520 6.473 0.005
C -1.005 -11.359 5.677 -0.274
C 0.293 -10.911 6.340 -0.067
O 1.234 -11.672 5.541 0.037
C 0.685 -12.180 4.443 -0.554
O 1.304 -12.896 3.650 0.122
O -0.586 -11.777 4.377 0.100
H -1.020 -13.346 6.613 0.073
H -2.600 -12.941 5.991 0.089
H -1.837 -12.201 7.509 0.061
H -1.767 -10.581 5.629 0.146
H 0.436 -11.242 7.369 0.110
H 0.585 -9.875 6.168 0.133
C 4.745 -12.100 12.579 -0.010
C 4.066 -11.874 13.854 -0.359
C 3.345 -10.551 14.040 -0.071
O 2.044 -10.932 14.450 0.057
C 1.908 -12.274 14.515 -0.483
O 0.911 -12.886 14.886 0.098
O 3.074 -12.831 14.072 0.076
H 5.135 -13.116 12.505 0.106
H 5.656 -11.503 12.536 0.111
H 4.112 -11.874 11.720 0.080
H 4.728 -12.057 14.700 0.161
H 3.296 -10.013 13.094 0.121
H 3.783 -9.871 14.771 0.142
C -5.382 -5.648 13.676 0.014
C -6.003 -6.979 13.155 -0.304
C -6.734 -6.906 11.810 -0.044
O -6.049 -7.880 11.002 0.049
C -4.967 -8.392 11.618 -0.408
O -4.271 -9.353 11.260 -0.009
O -4.896 -7.797 12.900 0.056
H -4.465 -5.730 14.259 0.070
H -6.132 -5.125 14.270 0.092
H -5.142 -4.944 12.880 0.080
H -6.683 -7.510 13.821 0.131
H -6.675 -5.906 11.381 0.137
H -7.721 -7.276 12.086 0.135
C 1.429 -14.589 11.627 0.009
C 0.951 -15.547 10.459 -0.259
C -0.161 -14.957 9.629 -0.093
O 0.267 -15.243 8.316 0.079
C 1.565 -15.519 8.253 -0.521
O 2.254 -15.760 7.236 0.106
O 2.007 -15.659 9.504 0.068
H 0.531 -14.405 12.218 0.056
H 1.797 -13.636 11.248 0.066
H 2.144 -15.020 12.328 0.086
H 0.715 -16.570 10.752 0.156
H -0.320 -13.886 9.752 0.121
H -1.091 -15.470 9.872 0.141
C -2.501 -8.495 8.539 0.002
C -4.001 -8.350 8.325 -0.332
C -4.530 -6.932 8.185 -0.107
O -5.424 -6.956 7.115 0.114
C -5.260 -8.126 6.492 -0.525
O -5.727 -8.476 5.417 0.134
O -4.263 -8.849 7.043 0.080
H -2.007 -7.812 7.847 0.087
H -2.176 -9.490 8.233 0.078
H -2.191 -8.307 9.567 0.078
H -4.663 -8.822 9.051 0.127
H -3.696 -6.260 7.980 0.140
H -4.953 -6.695 9.161 0.122
C -0.485 -7.461 14.945 0.009
C -0.636 -6.395 16.088 -0.335
C -0.093 -5.036 15.784 -0.089
O -1.168 -4.190 16.179 0.095
C -2.292 -4.872 16.372 -0.520
O -3.421 -4.418 16.530 0.126
O -1.996 -6.180 16.202 0.064
H -0.864 -7.080 13.997 0.091
H -1.035 -8.370 15.187 0.049
H 0.506 -7.909 14.864 0.080
H -0.284 -6.790 17.041 0.137
H 0.294 -4.958 14.768 0.134
H 0.801 -4.898 16.393 0.135
C -5.179 -13.316 16.700 0.013
C -5.756 -13.888 15.362 -0.314
C -5.715 -15.396 15.211 -0.117
O -6.980 -15.736 14.813 0.119
C -7.786 -14.775 15.156 -0.539
O -9.004 -14.835 15.026 0.138
O -7.081 -13.709 15.627 0.065
H -5.420 -14.000 17.514 0.096
H -5.498 -12.302 16.940 0.055
H -4.096 -13.341 16.584 0.056
H -5.371 -13.327 14.510 0.134
H -5.471 -15.955 16.114 0.138
H -4.980 -15.626 14.440 0.129
C 3.073 -8.427 10.021 -0.017
C 2.443 -7.789 8.737 -0.245
C 1.002 -7.267 8.903 -0.128
O 1.052 -6.025 8.309 0.082
C 2.295 -5.542 8.342 -0.527
O 2.649 -4.446 7.870 0.113
O 3.122 -6.541 8.621 0.063
H 4.141 -8.563 9.854 0.087
H 2.824 -9.459 10.271 0.034
H 2.929 -7.818 10.913 0.093
H 2.786 -8.190 7.783 0.162
H 0.653 -7.194 9.933 0.136
H 0.367 -7.931 8.316 0.111
C 2.891 -11.961 8.791 0.026
C 4.133 -12.969 8.956 -0.260
C 4.576 -13.516 7.622 -0.067
O 5.995 -13.480 7.716 0.128
C 6.362 -12.747 8.694 -0.625
O 7.523 -12.479 9.004 0.111
O 5.328 -12.296 9.378 0.069
H 2.311 -12.312 7.937 0.066
H 3.127 -10.909 8.631 0.074
H 2.389 -12.019 9.757 0.049
H 4.007 -13.798 9.652 0.142
H 4.264 -12.815 6.848 0.147
H 4.195 -14.530 7.505 0.124
C -5.026 -8.845 17.318 0.005
C -6.120 -9.315 16.367 -0.330
C -7.089 -10.334 16.967 -0.076
O -8.354 -9.693 16.814 0.105
C -8.307 -8.502 16.267 -0.516
O -9.204 -7.693 16.047 0.130
O -6.970 -8.252 16.057 0.047
H -5.435 -8.493 18.265 0.101
H -4.328 -8.134 16.876 0.084
H -4.391 -9.700 17.550 0.066
H -5.735 -9.733 15.437 0.138
H -6.797 -10.711 17.947 0.135
H -6.991 -11.211 16.327 0.102
C -2.285 -16.198 16.257 0.006
C -1.600 -15.394 15.144 -0.311
C -1.307 -16.203 13.965 -0.071
O -2.061 -15.562 12.889 0.051
C -2.633 -14.386 13.393 -0.501
O -3.237 -13.584 12.713 0.059
O -2.504 -14.406 14.689 0.090
H -1.614 -16.833 16.837 0.094
H -3.083 -16.835 15.876 0.089
H -2.627 -15.552 17.065 0.078
H -0.729 -14.803 15.427 0.146
H -1.689 -17.219 14.075 0.143
H -0.270 -16.096 13.647 0.131
C -2.289 -12.607 19.515 0.007
C -1.094 -11.672 19.155 -0.325
C -0.748 -11.630 17.690 -0.087
O -0.834 -10.232 17.434 0.069
C -1.270 -9.552 18.498 -0.575
O -1.460 -8.355 18.497 0.152
O -1.422 -10.381 19.478 0.128
H -1.980 -13.634 19.321 0.080
H -3.162 -12.359 18.912 0.073
H -2.526 -12.533 20.577 0.088
H -0.217 -11.947 19.743 0.157
H -1.494 -12.177 17.113 0.116
H 0.175 -12.148 17.428 0.128
```

=====

Molecular formula: C24H34F6N4P2Zn
Method: DFT, the ωB97M-V functional and the def2-TZVPD basis

Computed properties:
total charge: +1
spin multiplicity: 2
expectation value of S²: 0.79

XYZ file:
```
71
Properties=species:S:1:pos:R:3:lowdin_spin:R:1
Zn -0.811 -0.947 0.732 0.004
C 2.631 -0.188 1.319 0.000
C 2.466 1.261 1.518 0.001
C 3.328 2.045 2.233 0.001
C 3.275 3.425 2.152 0.000
C 2.376 4.093 1.370 0.001
C 1.447 3.330 0.668 0.005
C 1.499 1.970 0.731 0.009
P 0.224 1.090 -0.254 0.021
C 1.212 0.565 -1.781 0.000
C 2.554 1.039 -1.916 0.000
C 3.347 0.626 -2.944 0.000
C 2.861 -0.245 -3.895 0.000
C 1.564 -0.693 -3.790 0.000
C 0.753 -0.247 -2.805 0.000
C -0.725 -0.651 -3.008 0.000
C -1.047 2.296 -0.726 0.136
C -1.227 2.739 -2.043 0.000
C -2.333 3.469 -2.410 0.162
C -3.258 3.868 -1.406 -0.012
C -3.103 3.462 -0.135 0.107
C -1.930 2.716 0.299 0.033
C -1.679 2.525 1.662 0.450
H 3.070 -0.408 0.375 0.000
H 1.639 -0.633 1.400 0.000
H 3.232 -0.752 2.017 0.000
H 4.141 1.513 2.850 0.000
H 3.954 3.940 2.837 0.000
H 2.404 5.172 1.268 0.000
H 0.675 3.829 0.087 0.001
H 3.034 1.759 -1.143 0.000
H 4.361 1.049 -2.956 0.000
H 3.563 -0.584 -4.687 0.000
H 1.171 -1.312 -4.612 0.000
H -0.984 -0.297 -3.958 0.000
H -1.416 -0.106 -2.244 0.000
H -0.891 -1.699 -2.885 0.000
H -0.506 2.405 -2.812 -0.003
H -2.443 3.692 -3.466 0.009
H -4.103 4.443 -1.630 -0.004
H -3.943 3.755 0.652 0.001
H -2.350 2.922 2.384 0.025
H -0.817 2.025 2.084 0.028
N -0.098 -1.816 2.739 0.001
C 0.533 -3.116 2.882 0.000
C 1.536 -3.479 1.803 0.000
C 1.014 -3.540 0.362 0.000
N 0.538 -2.266 -0.182 0.000
H 0.457 -1.034 3.049 0.000
H -0.936 -1.751 3.335 0.000
H -0.268 -3.843 2.949 0.000
H 0.966 -3.187 3.911 0.000
H 1.957 -4.429 2.034 0.000
H 2.402 -2.817 1.890 0.000
H 0.146 -4.203 0.386 0.000
H 1.776 -4.086 -0.172 0.000
H -0.032 -2.404 -1.016 0.000
H 1.315 -1.678 -0.422 0.000
N -2.882 -0.455 2.852 0.013
N -2.767 -0.857 1.504 0.003
H -3.882 -0.350 3.180 0.000
H -2.410 0.447 2.865 0.008
H -3.391 -0.420 0.862 0.000
H -2.982 -1.901 1.406 0.000
F -2.227 -1.536 -0.900 0.000
P -2.957 -3.044 -1.096 0.000
F -3.583 -4.514 -1.161 0.000
F -3.504 -2.588 -2.524 0.000
F -1.543 -3.524 -1.750 0.000
F -2.168 -3.400 0.372 0.000
F -4.225 -2.473 -0.288 0.000
```

=====

Molecular formula: C4H13NO3
Method: DFT, the ωB97M-V functional and the def2-TZVPD basis

Computed properties:
SMILES string: C=CC(=C)N.O.O.O
spin multiplicity: 1

XYZ file:
```
21
Properties=species:S:1:pos:R:3:nbo_charge:R:1
C 1.261 0.016 2.190 -0.348
C 0.543 -0.386 1.139 -0.244
C 0.028 0.548 0.065 0.134
C -0.205 1.830 0.363 -0.535
N 0.223 0.001 -1.225 -0.852
H 1.495 -0.532 3.072 0.203
H 1.689 1.026 2.161 0.197
H 0.198 -1.395 0.991 0.215
H -0.176 2.462 1.195 0.220
H -0.534 2.695 -0.269 0.201
H 0.044 -1.047 -1.138 0.410
H -0.443 0.285 -2.026 0.383
O -2.797 -0.648 0.440 -0.964
H -3.775 -0.174 0.553 0.474
H -2.195 -0.001 0.819 0.493
O 3.057 1.097 -1.385 -0.955
H 2.330 0.465 -1.415 0.484
H 2.570 1.903 -1.067 0.463
O -1.395 -2.087 -0.846 -0.968
H -1.091 -2.792 -1.434 0.471
H -2.355 -1.844 -1.072 0.518
```

=====

Molecular formula: C6H15F2KNO8PS2
Method: DFT, the ωB97M-V functional and the def2-TZVPD basis

Computed properties:
spin multiplicity: 1

XYZ file:
```
36
Properties=species:S:1:pos:R:3:nbo_charge:R:1
K 1.310 0.419 3.699 0.998
N 0.013 3.460 6.820 -1.107
S 0.623 4.853 6.731 2.388
O 0.466 5.843 7.785 -0.878
O 0.824 5.305 5.343 -0.928
F 2.075 4.293 7.236 -0.548
S -1.516 4.063 7.224 2.378
O -2.258 4.874 6.247 -0.888
O -1.685 4.262 8.612 -0.895
F -2.207 2.647 7.083 -0.521
C 2.458 -4.752 -2.173 -0.641
C 1.942 -3.440 -1.515 -0.049
O 1.503 -2.494 -2.536 -0.809
P 0.366 -1.293 -2.296 2.572
O 0.262 -0.830 -0.880 -1.132
O 0.797 -0.174 -3.319 -0.817
C 0.269 1.112 -3.297 -0.054
C 0.711 1.891 -4.542 -0.632
O -0.930 -1.900 -3.011 -0.822
C -2.281 -1.585 -2.662 -0.053
C -2.737 -2.619 -1.623 -0.636
H 1.661 -5.477 -2.332 0.215
H 2.765 -4.528 -3.195 0.232
H 3.312 -5.209 -1.673 0.218
H 1.066 -3.625 -0.894 0.176
H 2.684 -3.138 -0.776 0.178
H -0.813 0.992 -3.243 0.170
H 0.706 1.455 -2.359 0.188
H -0.031 1.751 -5.328 0.214
H 0.548 2.942 -4.300 0.220
H 1.715 1.683 -4.911 0.232
H -2.318 -0.561 -2.290 0.180
H -2.836 -1.691 -3.594 0.194
H -2.534 -3.619 -2.009 0.220
H -2.161 -2.425 -0.718 0.216
H -3.770 -2.487 -1.303 0.220
```

=====

Molecular formula: S2
Method: DFT, the ωB97M-V functional and the def2-TZVPD basis

Computed properties:
spin multiplicity: 1

XYZ file:
```
2
Properties=species:S:1:pos:R:3:nbo_charge:R:1
S 0.000 0.000 0.976 0.000
S 0.000 0.000 -0.976 0.000
```

=====

Computed E_tot (hartree) in order:
-799.2787, -2131.0534, -456.7087, -6470.8251, -4215.1786, -440.5782, -2831.6950, -796.3183